# 1
This record from the OMol25 dataset describes C4H10AgBBrNO as an isolated structure. The level of theory is ωB97M-V with the def2-TZVPD basis set.

The geometry in XYZ format:
```
19
Properties=species:S:1:pos:R:3:forces:R:3:nbo_charge:R:1
C 2.2139 -0.8654 -0.3001 -0.21 0.30 -0.06 -1.0131
B 1.8132 0.6716 -0.2614 0.25 0.56 -0.08 1.0253
O 2.4980 1.6514 0.4777 -0.23 -1.69 -0.69 -0.8840
N 0.6306 1.1499 -1.0315 0.18 -0.12 1.05 -0.4479
C -0.5254 1.0732 -0.1340 0.55 0.02 -1.06 -0.2962
C -1.6041 0.0839 -0.7000 0.92 -0.39 0.72 -0.2535
C -2.0342 -0.9107 0.4027 -1.07 0.45 0.06 -0.6066
Br -0.9717 -0.9851 -2.2347 -0.24 0.41 0.45 0.0706
H 3.2934 -1.0344 -0.3237 -0.06 0.23 0.13 0.2661
H 1.8310 -1.4377 0.5563 -0.01 0.10 -0.11 0.2312
H 1.7921 -1.2997 -1.2110 0.01 -0.09 0.20 0.2537
H 2.5890 2.4150 -0.0851 -0.15 0.95 0.03 0.5035
H -0.1755 0.8003 0.8836 -0.55 -0.18 0.05 0.1280
H -1.0038 2.0564 -0.0526 0.22 0.01 -0.06 0.2399
H -2.4280 0.6822 -1.0763 -0.14 -0.31 0.01 0.2500
H -2.1768 -1.9247 0.0331 0.23 -0.01 0.21 0.2820
H -3.0024 -0.6099 0.8396 0.13 0.02 -0.15 0.2290
H -1.2536 -0.9182 1.2300 0.26 -0.46 -1.31 0.0522
Ag -1.4856 -0.5980 2.9874 -0.08 0.18 0.60 0.9697
```
Forces are in eV/Å.

Net charge: +1
Multiplicity: 2
Highest occupied orbital energy (spin up / spin down), eV: -12.94 / -12.87



# 2
This record from the OMol25 dataset describes C4H10AlO6S as an isolated structure. The level of theory is ωB97M-V with the def2-TZVPD basis set.

The geometry in XYZ format:
```
22
Properties=species:S:1:pos:R:3:forces:R:3:nbo_charge:R:1
O -2.0626 1.2508 -1.1217 -1.48 0.37 0.88 -0.6791
C -1.4895 1.0878 -2.1656 1.77 -0.57 0.39 0.7841
O -2.0763 1.3343 -3.3629 -0.49 -0.16 -0.62 -0.7214
C -0.1316 0.5547 -2.2450 -0.27 0.47 -0.93 -0.9841
Al -0.3532 -1.4972 -2.5567 -0.01 -0.12 -0.06 0.9128
H -3.0217 1.1629 -3.2468 0.07 0.28 0.11 0.4798
H 0.4103 0.7733 -1.3370 0.04 -0.10 0.23 0.2281
H 0.3701 1.0116 -3.1009 0.15 -0.29 -0.13 0.2173
H -1.9271 -1.8531 -2.7170 -0.19 0.17 -0.07 -0.4184
H 0.2333 -2.2583 -1.2929 -0.09 -0.34 0.05 -0.4040
H 0.4407 -1.9564 -3.8834 0.13 0.07 -0.24 -0.4161
C -0.0035 0.4766 3.0292 -0.05 -0.10 0.39 -0.0952
C 1.4404 0.9132 2.8936 -0.02 0.33 -0.33 -0.1010
O 2.1348 -0.2627 2.4753 -0.27 -0.22 0.31 -0.6962
S 1.1535 -1.1597 1.5460 -0.32 0.23 -0.09 2.5449
O 1.4214 -0.8826 0.1904 0.46 0.09 0.32 -0.8595
O 1.1372 -2.4767 2.0732 0.21 -0.01 0.03 -0.9018
O -0.2184 -0.4217 1.9463 0.33 0.07 -0.10 -0.6697
H -0.1668 -0.0651 3.9652 0.02 0.05 0.03 0.1784
H -0.6986 1.3104 2.9658 -0.07 -0.08 -0.21 0.2114
H 1.8541 1.2844 3.8284 0.13 -0.19 0.01 0.1965
H 1.5535 1.6733 2.1165 -0.06 0.03 0.03 0.1933
```
Forces are in eV/Å.

Net charge: -1
Highest occupied orbital energy, eV: -4.66
Relative energy (zero: lowest compared OMol25 entry of this formula, charge and spin), kJ/mol: 285.7



The following strongest force on any atom values (in Eh/bohr) correspond, in order, to the records above: 0.0358; 0.0370.
The following total energy values (in Ha) correspond, in order, to the records above: -3033.9088; -1250.4801.